(1)
Density functional theory data (ωB97M-V/def2-TZVPD) for an isolated molecule of C4H5N in a non-equilibrium geometry.

The value obtained for the orbital gap is 0.31050 Eh.

Last columns: bonded neighbours and bond lengths (Å).
Element x y z (Å)
1 N 2.04663 -0.06477 1.13584  C2 1.316, H6 1.025, H7 1.006
2 C 0.78406 -0.40001 0.97421  N1 1.316, C4 1.428
3 C -2.33772 0.18313 -0.79933  C5 1.293, H9 1.080, H10 1.078
4 C 0.18711 -0.02632 -0.26838  C2 1.428, C5 1.299, H8 1.133
5 C -1.07634 0.01550 -0.56739  C3 1.293, C4 1.299
6 H 2.62692 0.30794 0.37692  N1 1.025
7 H 2.52340 -0.28181 1.99521  N1 1.006
8 H 0.99934 -0.23764 -1.02941  C4 1.133
9 H -2.97807 -0.66431 -0.99212  C3 1.080
10 H -2.77533 1.16828 -0.82554  C3 1.078

=====

(2)
Density functional theory data (ωB97M-V/def2-TZVPD) for a cluster of 2 separate species, C5H16N2O in total in a non-equilibrium geometry.

The value obtained for the orbital gap is 0.36966 Eh. Its SMILES is CCC[C@@H](N)CN.O.

Last columns: bonded neighbours and bond lengths (Å).
Element x y z (Å)
1 N -0.51911 1.02992 0.22463  C2 1.470, H8 1.007, H9 1.010
2 C 0.70384 0.24224 0.01101  N1 1.470, C3 1.528, C6 1.519, H10 1.095
3 C 0.34100 -1.21284 0.30415  C2 1.528, C4 1.545, H11 1.095, H12 1.092
4 C -0.65441 -1.87033 -0.67691  C3 1.545, C5 1.532, H13 1.089, H14 1.095
5 C -0.63920 -1.34218 -2.11454  C4 1.532, H15 1.090, H16 1.085, H17 1.095
6 C 1.83019 0.76862 0.88423  C2 1.519, N7 1.465, H18 1.096, H19 1.091
7 N 1.88827 2.23246 0.85243  C6 1.465, H20 1.014, H21 1.005
8 H -0.29636 1.99312 0.41399  N1 1.007
9 H -1.10944 0.97888 -0.59309  N1 1.010
10 H 1.02762 0.36362 -1.02749  C2 1.095
11 H 1.23762 -1.82502 0.44836  C3 1.095
12 H -0.10189 -1.20059 1.30276  C3 1.092
13 H -1.64648 -1.91661 -0.23134  C4 1.089
14 H -0.35722 -2.91978 -0.77706  C4 1.095
15 H -1.39076 -0.57966 -2.31939  C5 1.090
16 H 0.37481 -1.08710 -2.40417  C5 1.085
17 H -0.95916 -2.11317 -2.82389  C5 1.095
18 H 1.66890 0.41780 1.91030  C6 1.096
19 H 2.79115 0.31495 0.63534  C6 1.091
20 H 2.19168 2.71581 1.69095  N7 1.014
21 H 2.49883 2.47313 0.09153  N7 1.005
22 H -3.16081 1.22918 2.04314  O24 0.957
23 H -2.45226 0.40082 1.00625  O24 0.969
24 O -3.26680 0.90673 1.14881  H22 0.957, H23 0.969

=====

What are the energy above the lowest of the compared OMol25 structures with the same formula, charge and spin values for these records? In order: 360.8 47.2 kJ/mol.